Molecular formula: C3H35O15
Method: DFT, the ωB97M-V functional and the def2-TZVPD basis

```
53
C3H35O15, DFT the ωB97M-V functional and the def2-TZVPD basis
C -1.039 2.435 -1.252
O 0.075 1.558 -1.380
C -1.170 2.863 0.258
C -2.612 3.044 0.721
H -1.946 1.918 -1.591
H -0.705 3.291 -1.822
H -0.532 3.715 0.368
H -0.720 2.035 0.815
H -2.912 2.717 1.718
H -3.375 2.468 0.151
H -2.906 4.082 0.497
H -3.493 -0.255 0.460
H -4.793 -0.115 -0.186
O -4.409 0.003 0.701
H -2.727 0.102 -1.499
H -1.687 -0.980 -1.492
O -2.567 -0.747 -1.066
H 2.831 3.173 0.936
H 3.664 2.170 0.121
O 3.568 3.122 0.321
H 2.686 -1.902 -2.099
H 2.427 -3.029 -1.100
O 3.101 -2.372 -1.351
H -2.319 0.959 2.988
H -1.752 -0.346 3.080
O -1.734 0.500 3.608
H -0.607 -1.050 -3.390
H -0.145 0.629 -1.846
O -0.400 -0.688 -2.525
H 3.304 0.007 -1.282
H 2.341 1.122 -1.481
O 2.993 0.810 -0.834
H 0.593 -4.559 -0.341
H 0.925 -3.465 0.583
O 1.380 -4.209 0.113
H 2.304 -2.102 1.171
H 1.181 -1.197 1.868
O 1.642 -2.057 1.871
H 1.993 -0.915 -3.872
H 0.887 -0.308 -2.829
O 1.972 -0.403 -3.059
H 0.647 0.586 -0.188
H 2.051 0.152 0.479
O 1.079 0.147 0.586
H -1.010 -0.945 1.317
H -0.733 -1.937 2.393
O -1.484 -1.554 1.912
H -0.512 -3.080 -2.557
H -1.704 -2.736 -1.496
O -1.155 -3.390 -1.920
H 0.567 1.410 3.497
H -0.386 2.459 3.233
O 0.345 2.285 3.839
```

The HOMO energy comes out at -7.48 eV. As for the electronic energy: -34393.7551 eV. The total charge is -1. The value obtained for the gap between HOMO and LUMO is 0.367 Eh. The value obtained for the LUMO energy is 2.494 eV. As for the multiplicity: 1. As for the relative energy (zero: lowest compared OMol25 entry of this formula, charge and spin): 91.0 kJ/mol.

Atomic partial charges in e from the Löwdin method, atoms 1 to 8: number 1, C, carries -0.2121; number 2, O, carries -0.1758; number 3, C, carries -0.1994; number 4, C, carries -0.1078; number 5, H, carries 0.0984; number 6, H, carries 0.1102; number 7, H, carries 0.0977; number 8, H, carries 0.0822



Molecular formula: C3H36O14S
Method: DFT, the ωB97M-V functional and the def2-TZVPD basis

```
54
C3H36O14S, DFT the ωB97M-V functional and the def2-TZVPD basis
C -0.126 -3.835 -1.170
C -1.010 -3.099 -0.201
C -2.350 -3.758 -0.348
S -3.818 -3.282 0.784
H 0.662 -3.307 -1.703
H -0.433 -4.307 -2.081
H 0.398 -4.780 -0.870
H -0.817 -3.047 0.914
H -1.025 -2.043 -0.384
H -2.045 -4.800 -0.188
H -2.785 -3.542 -1.281
H -2.979 -2.735 1.614
H -0.259 2.815 0.746
H 1.109 3.621 0.954
O 0.331 3.277 1.425
H 0.711 -1.622 -4.124
H -0.294 -1.722 -3.058
O -0.200 -1.800 -3.981
H -0.092 0.797 4.209
H -0.288 -0.626 4.380
O 0.053 -0.079 3.769
H 3.295 1.162 1.815
H 2.230 2.244 1.761
O 3.138 2.002 1.393
H 4.490 1.882 -1.024
H 4.061 0.539 -0.408
O 3.747 1.094 -1.187
H -0.893 2.138 -1.433
H -0.898 1.123 -0.366
O -0.543 1.948 -0.529
H -3.160 0.034 -0.958
H -2.399 -1.361 -1.097
O -2.200 -0.382 -1.092
H -2.418 -0.593 2.363
H -1.043 -1.263 1.903
O -1.910 -0.954 1.647
H 0.593 -0.137 0.829
H 0.470 0.076 2.207
O 0.857 -0.627 1.647
H 2.491 -1.266 2.459
H 2.128 -0.094 3.331
O 2.796 -0.720 3.271
H -1.978 2.746 -2.988
H -1.902 1.433 -3.523
O -1.978 2.248 -3.881
H 0.999 2.947 4.303
H 0.513 2.502 3.080
O 0.285 2.340 3.959
H 1.454 1.902 -4.170
H 2.720 1.748 -3.677
O 2.150 1.306 -4.422
H 0.056 4.106 -1.909
H -0.997 3.675 -0.915
O -0.895 4.077 -1.794
```

The HOMO energy comes out at -9.15 eV. As for the electronic energy: -43191.4364 eV. The value obtained for the gap between HOMO and LUMO is 0.326 Eh. The value obtained for the LUMO energy is -0.281 eV. As for the multiplicity: 1. As for the relative energy (zero: lowest compared OMol25 entry of this formula, charge and spin): 200.8 kJ/mol.

Atomic partial charges in e from the Löwdin method, atoms 1 to 8: number 1, C, carries -0.1210; number 2, C, carries -0.3293; number 3, C, carries -0.5101; number 4, S, carries 0.6946; number 5, H, carries 0.0629; number 6, H, carries 0.0712; number 7, H, carries 0.0957; number 8, H, carries 0.1225



Molecular formula: C3H39NO16
Method: DFT, the ωB97M-V functional and the def2-TZVPD basis

```
59
C3H39NO16, DFT the ωB97M-V functional and the def2-TZVPD basis
C -0.069 -0.828 -0.584
C -0.222 0.655 -0.359
C -0.897 1.231 0.626
N -0.594 2.611 0.941
H 0.509 -1.078 -1.522
H 0.343 -1.447 0.191
H -0.993 -1.340 -0.855
H 0.330 1.341 -0.962
H -1.527 0.660 1.325
H -1.138 3.244 1.516
H -0.598 3.085 0.034
H -1.058 -3.740 0.523
H -0.645 -3.553 -0.933
O -0.283 -3.790 -0.042
H 1.222 3.834 1.883
H 2.656 3.605 1.468
O 2.115 4.023 2.156
H 0.606 4.809 -2.036
H 1.405 3.530 -1.613
O 0.566 3.854 -1.988
H 3.181 -1.314 2.034
H 2.945 -2.019 0.495
O 3.191 -1.196 1.080
H 2.903 1.680 3.228
H 1.702 2.415 3.816
O 2.366 1.747 4.019
H -1.400 -1.001 2.724
H -0.250 -1.569 1.910
O -1.067 -1.855 2.338
H 1.330 -3.420 0.047
H 2.166 -2.831 -1.193
O 2.222 -3.100 -0.277
H 4.572 0.324 -1.026
H 3.627 -0.745 -0.579
O 3.856 -0.221 -1.375
H 1.125 -1.431 -4.643
H 1.098 -0.668 -3.246
O 0.984 -1.505 -3.704
H -3.874 -1.218 -2.149
H -4.314 -2.158 -1.068
O -3.843 -2.176 -1.906
H -2.449 3.338 -0.728
H -1.263 3.222 -1.740
O -2.073 2.811 -1.436
H 1.879 1.479 0.262
H 2.938 0.450 0.760
O 2.672 1.398 0.788
H 0.556 0.169 3.264
H -0.428 0.620 4.424
O -0.343 0.423 3.500
H -3.781 1.260 -1.708
H -2.673 1.142 -2.674
O -3.496 0.691 -2.431
H -0.904 -2.683 -3.213
H -2.290 -2.780 -2.359
O -1.338 -3.009 -2.426
H -4.488 -0.798 1.749
H -3.227 -1.645 1.644
O -4.119 -1.567 1.298
```

The HOMO energy comes out at -8.59 eV. As for the electronic energy: -37994.0212 eV. The value obtained for the gap between HOMO and LUMO is 0.308 Eh. The value obtained for the LUMO energy is -0.199 eV. As for the multiplicity: 1. As for the relative energy (zero: lowest compared OMol25 entry of this formula, charge and spin): 208.8 kJ/mol.

Atomic partial charges in e from the Löwdin method, atoms 1 to 8: number 1, C, carries -0.0793; number 2, C, carries -0.1595; number 3, C, carries -0.1906; number 4, N, carries 0.0320; number 5, H, carries 0.0627; number 6, H, carries 0.0255; number 7, H, carries 0.0634; number 8, H, carries 0.0787



Molecular formula: C3H39O17
Method: DFT, the ωB97M-V functional and the def2-TZVPD basis

```
59
C3H39O17, DFT the ωB97M-V functional and the def2-TZVPD basis
C -0.339 0.169 -1.354
C -0.206 1.003 -0.010
C -1.390 0.643 0.900
O 0.941 0.754 0.708
H -0.529 -0.868 -1.180
H 0.486 0.345 -2.021
H -1.277 0.444 -1.895
H -0.365 2.037 -0.300
H -1.324 -0.435 1.106
H -2.252 0.833 0.369
H -1.439 1.183 1.816
O 1.500 3.445 1.223
H 2.403 3.387 0.952
H 1.144 2.537 1.099
O 2.621 -0.696 -3.121
H 1.807 -1.188 -3.080
H 2.268 0.217 -3.305
O 0.014 -0.703 -4.647
H -0.668 -0.849 -4.030
H 0.050 -1.431 -5.260
O 0.826 -2.118 0.449
H 0.656 -2.235 -0.500
H 0.701 -1.162 0.691
O -1.350 -2.728 2.190
H -0.544 -2.770 1.657
H -1.009 -2.262 2.943
O 0.592 0.964 3.382
H 0.378 0.806 2.477
H 0.112 1.739 3.624
O -1.145 -0.985 4.306
H -0.530 -0.272 4.489
H -1.872 -0.545 3.889
O -2.040 1.861 4.764
H -1.890 2.652 4.229
H -2.430 1.252 4.118
O 1.755 1.616 -4.012
H 1.006 1.102 -4.246
H 1.538 2.178 -3.241
O -3.061 -1.628 -0.489
H -2.544 -2.460 -0.425
H -2.439 -0.995 -0.098
O 3.153 0.624 -0.827
H 2.884 0.106 -1.576
H 2.336 0.504 -0.265
O 0.759 -2.771 -2.250
H 1.520 -3.292 -2.083
H 0.255 -3.360 -2.811
O 1.893 3.014 -1.718
H 1.475 3.482 -1.026
H 2.315 2.274 -1.284
O 3.722 -0.094 2.036
H 3.651 -0.054 1.087
H 4.663 0.061 2.156
O -3.483 0.311 3.242
H -4.285 0.626 3.708
H -3.767 -0.139 2.444
O -2.068 -2.041 -3.160
H -2.241 -1.872 -2.260
H -2.931 -2.200 -3.590
```

The HOMO energy comes out at -5.51 eV. As for the electronic energy: -38554.6307 eV. The total charge is -1. The value obtained for the gap between HOMO and LUMO is 0.278 Eh. The value obtained for the LUMO energy is 2.040 eV. As for the multiplicity: 1. As for the relative energy (zero: lowest compared OMol25 entry of this formula, charge and spin): 125.6 kJ/mol.

Atomic partial charges in e from the Löwdin method, atoms 1 to 8: number 1, C, carries -0.0355; number 2, C, carries -0.5319; number 3, C, carries -0.0708; number 4, O, carries -0.2993; number 5, H, carries 0.0210; number 6, H, carries 0.0431; number 7, H, carries 0.0968; number 8, H, carries 0.1123